one.
Formula: C8H10N3
Source: the Open Molecules 2025 dataset
Level of theory: wB97M-V/def2-TZVPD

```
21
Properties=species:S:1:pos:R:3:lowdin_charge:R:1
C -2.71 -0.52 -0.45 -0.021
C -2.32 -0.37 0.93 0.014
C -1.69 -0.64 -1.42 0.047
C 1.51 0.32 0.10 0.229
C -1.02 -0.03 1.25 -0.291
C -0.40 -0.28 -1.03 -0.272
C -0.54 0.23 2.63 -0.015
C 2.96 0.25 -1.80 0.050
N 0.67 -0.22 -1.83 0.195
N 1.71 0.07 -1.16 -0.196
N -0.11 0.02 0.25 0.136
H -3.70 -0.40 -0.78 0.093
H -3.14 -0.28 1.74 0.166
H -1.70 -0.67 -2.49 0.125
H 2.16 0.63 0.82 0.117
H 0.18 1.07 2.66 0.092
H -1.46 0.65 3.09 0.099
H -0.20 -0.63 3.22 0.107
H 3.69 0.55 -1.09 0.102
H 3.42 -0.69 -2.10 0.128
H 2.70 0.92 -2.55 0.095
```

Computed properties:
LUMO (spin up / spin down) = -4.22 / -6.94 eV
charge = +1
HOMO (spin up / spin down) = -0.35238 / -0.52202 hartree
frontier orbital gap (spin up / spin down) = 5.4 / 7.3 eV
2S+1 = 3

=====

two.
Formula: C8H10N3
Source: the Open Molecules 2025 dataset
Level of theory: wB97M-V/def2-TZVPD

```
21
Properties=species:S:1:pos:R:3:lowdin_charge:R:1
C -0.71 -1.37 1.89 -0.087
C -2.01 -1.08 2.14 -0.109
C -3.11 -0.04 0.18 0.143
C 1.17 0.08 -1.82 -0.006
C 0.08 -1.05 0.71 -0.135
C 0.29 0.42 0.21 -0.103
C -0.67 -0.53 -0.56 -0.030
C 2.30 1.84 -0.66 -0.036
N -2.74 -0.39 1.26 0.028
N 1.37 0.81 -0.69 -0.063
N 0.08 -0.71 -1.81 0.110
H -0.27 -1.96 2.55 0.055
H -2.48 -1.21 3.10 0.127
H -3.42 0.29 -0.72 0.041
H 1.61 0.31 -2.79 0.170
H 1.03 -1.72 0.64 0.184
H -0.24 1.20 0.78 0.170
H 3.16 1.59 0.15 0.159
H 2.88 1.89 -1.59 0.107
H 2.02 2.79 -0.33 0.081
H -0.33 -1.17 -2.66 0.195
```

Computed properties:
LUMO (spin up / spin down) = -3.72 / -5.53 eV
charge = +1
HOMO (spin up / spin down) = -0.33585 / -0.45582 hartree
frontier orbital gap (spin up / spin down) = 5.4 / 6.9 eV
2S+1 = 3

=====

Which one is most stable, and which one is least stable? one is the most stable of them, while two is the least stable.

=====

one.
Formula: CHF2IO
Source: the Open Molecules 2025 dataset
Level of theory: wB97M-V/def2-TZVPD

```
6
Properties=species:S:1:pos:R:3:lowdin_charge:R:1
C -1.38 -0.37 -0.39 -0.895
O -0.47 0.42 -0.04 0.089
F -1.18 -1.84 0.79 -0.355
F -1.18 -0.81 -1.59 0.112
I -3.45 0.14 0.09 0.892
H -0.70 0.92 0.79 0.157
```

Computed properties:
LUMO = -0.76 eV
HOMO = -0.38651 hartree
frontier orbital gap = 9.8 eV

=====

two.
Formula: CHF2IO
Source: the Open Molecules 2025 dataset
Level of theory: wB97M-V/def2-TZVPD

```
6
Properties=species:S:1:pos:R:3:lowdin_charge:R:1
C -0.18 0.15 0.74 -0.173
O -0.14 -2.36 -0.62 -0.939
F -0.56 1.40 0.44 0.037
F -0.22 0.06 2.10 -0.016
I -1.00 -3.39 0.62 1.076
H -0.19 -0.80 0.14 0.014
```

Computed properties:
LUMO (spin up / spin down) = -0.65 / -3.02 eV
HOMO (spin up / spin down) = -0.37674 / -0.29049 hartree
frontier orbital gap (spin up / spin down) = 9.6 / 4.9 eV

=====

Which one is most stable, and which one is least stable? one is the most stable of them, while two is the least stable.

=====

one.
Formula: C5H13NSi
Source: the Open Molecules 2025 dataset
Level of theory: wB97M-V/def2-TZVPD

```
20
Properties=species:S:1:pos:R:3:lowdin_charge:R:1
C -2.58 1.14 0.27 -0.083
C -1.97 -0.01 0.46 -0.254
Si -0.46 -0.56 -0.55 0.590
C -0.45 -2.51 -0.24 -0.187
N 1.01 0.35 -0.39 -0.354
C 1.71 0.14 0.84 -0.191
C 1.29 1.74 -0.71 -0.155
H -3.44 1.33 0.69 -0.007
H -2.15 1.85 -0.44 0.054
H -2.65 -0.60 1.14 0.072
H -0.78 -0.18 -1.96 0.001
H -0.60 -2.61 0.88 0.046
H -1.21 -2.94 -0.88 0.019
H 0.38 -2.99 -0.63 -0.024
H 2.08 -0.96 0.92 0.104
H 2.61 0.85 0.96 0.112
H 1.11 0.23 1.67 0.035
H 0.57 2.01 -1.59 0.107
H 1.01 2.32 0.10 0.051
H 2.25 1.97 -1.10 0.065
```

Computed properties:
LUMO = 1.02 eV
SMILES = C=C[Si@H](C)N(C)C
HOMO = -0.31818 hartree
frontier orbital gap = 9.7 eV

=====

two.
Formula: C5H13NSi
Source: the Open Molecules 2025 dataset
Level of theory: wB97M-V/def2-TZVPD

```
20
Properties=species:S:1:pos:R:3:lowdin_charge:R:1
C 3.02 -0.18 0.44 -0.026
C 1.67 -0.43 0.52 -0.267
C -2.37 0.44 -0.15 -0.150
C -1.28 -1.56 0.69 -0.120
C 0.38 2.47 0.87 -0.237
N -1.14 -0.13 0.31 -0.334
Si 0.29 0.74 0.61 0.590
H 3.73 -0.96 0.59 0.053
H 3.09 0.88 0.28 0.037
H 1.41 -1.53 0.60 0.055
H -2.74 1.16 0.51 0.061
H -2.29 0.85 -1.13 0.069
H -3.22 -0.26 -0.27 0.093
H -0.48 -1.97 1.21 0.026
H -2.10 -1.46 1.53 0.124
H -1.62 -2.21 -0.04 0.046
H 1.40 2.87 1.28 -0.004
H -0.51 -1.39 -2.53 0.019
H -0.38 3.11 1.27 -0.070
H 0.34 -1.70 -2.76 0.035
```

Computed properties:
LUMO = 0.48 eV
HOMO = -0.27380 hartree
frontier orbital gap = 7.9 eV

=====

Which one is most stable, and which one is least stable? one is the most stable of them, while two is the least stable.

=====

one.
Formula: C3H16NO4
Source: the Open Molecules 2025 dataset
Level of theory: wB97M-V/def2-TZVPD

```
24
Properties=species:S:1:pos:R:3:lowdin_charge:R:1
C -1.19 0.29 -1.15 -0.063
O -1.09 -1.11 -0.88 0.288
C -0.84 1.19 0.02 -0.245
C -1.70 1.09 1.24 -0.016
N 0.68 0.97 0.48 0.234
H -0.42 0.26 -1.94 0.172
H -2.17 0.68 -1.55 0.223
H -1.49 -1.39 -0.01 0.149
H -0.74 2.18 -0.46 0.179
H -2.75 0.96 0.94 0.118
H -2.02 2.04 1.66 0.116
H -1.43 0.41 2.05 0.115
H 0.75 0.12 -0.09 0.138
H 1.26 1.65 -0.13 0.089
H 0.78 0.83 1.48 0.179
H -2.67 -3.59 1.49 0.080
H -1.20 -3.38 1.73 0.076
O -1.99 -2.89 1.45 -0.043
H 3.92 -3.45 -0.93 0.055
H 2.89 -2.45 -1.87 0.025
O 3.29 -2.73 -1.04 -0.076
H 2.55 2.89 -1.57 0.105
H 3.17 2.87 -0.21 0.111
O 2.39 2.54 -0.68 -0.010
```

Computed properties:
LUMO (spin up / spin down) = -7.00 / -14.21 eV
charge = +2
HOMO (spin up / spin down) = -0.61341 / -0.61295 hartree
frontier orbital gap (spin up / spin down) = 9.7 / 2.5 eV
2S+1 = 2

=====

two.
Formula: C3H16NO4
Source: the Open Molecules 2025 dataset
Level of theory: wB97M-V/def2-TZVPD

```
24
Properties=species:S:1:pos:R:3:lowdin_charge:R:1
C 0.51 -0.18 2.18 -0.044
C -0.90 0.12 1.54 -0.260
C -1.09 1.63 1.25 0.041
O -0.94 -0.55 0.32 0.211
N 1.48 -0.61 1.17 0.178
H 0.74 0.71 2.78 0.152
H 0.30 -1.01 2.87 0.165
H -1.83 -0.21 2.06 0.228
H -0.63 2.32 1.98 0.128
H -2.09 2.09 1.27 0.121
H -0.54 1.82 0.33 0.108
H -1.77 -0.35 -0.21 0.140
H 2.47 -0.45 1.40 0.193
H 1.48 -0.22 0.19 0.141
H 1.47 -1.63 1.03 0.184
H 3.48 -0.37 -1.42 0.092
H 1.98 -0.71 -1.59 0.011
O 2.77 -0.91 -1.02 -0.067
H 0.01 -0.66 -2.44 0.070
H 0.34 0.82 -2.67 0.080
O 0.75 -0.05 -2.57 -0.015
H -3.47 0.12 -1.21 0.064
H -2.65 1.37 -1.69 0.081
O -2.76 0.41 -1.77 -0.001
```

Computed properties:
LUMO (spin up / spin down) = -7.20 / -13.95 eV
charge = +2
HOMO (spin up / spin down) = -0.68703 / -0.68622 hartree
frontier orbital gap (spin up / spin down) = 11.5 / 4.7 eV
2S+1 = 2

=====

Which one is most stable, and which one is least stable? two is the most stable of them, while one is the least stable.

=====

one.
Formula: C2H7N4O
Source: the Open Molecules 2025 dataset
Level of theory: wB97M-V/def2-TZVPD

```
14
Properties=species:S:1:pos:R:3:lowdin_charge:R:1
N -1.33 1.74 0.01 0.122
C -0.54 0.62 0.07 -0.285
C -0.89 -0.66 -0.03 -0.234
O -2.09 -1.24 0.02 0.157
N 0.43 -1.48 -0.09 0.115
N 1.40 -0.53 0.15 -0.009
N 0.95 0.75 -0.10 0.071
H -2.32 1.37 0.08 0.136
H -1.18 2.73 0.36 0.154
H -1.96 -2.09 0.31 0.082
H 0.63 -1.95 -0.92 0.111
H 2.24 -0.83 -0.25 0.193
H 1.59 -0.49 1.12 0.186
H 1.27 1.10 -1.09 0.202
```

Computed properties:
LUMO = -3.59 eV
SMILES = NC1=C(O)N[NH2+]N1
charge = +1
HOMO = -0.45068 hartree
frontier orbital gap = 8.7 eV

=====

two.
Formula: C2H7N4O
Source: the Open Molecules 2025 dataset
Level of theory: wB97M-V/def2-TZVPD

```
14
Properties=species:S:1:pos:R:3:lowdin_charge:R:1
C -1.74 -1.43 0.00 0.129
C -1.79 -0.71 1.05 -0.114
N 1.42 -0.32 -0.65 -0.185
N 1.13 0.92 -0.55 -0.028
N 1.36 1.86 -1.37 0.054
N -1.24 -0.05 1.94 0.213
O 1.08 -1.11 0.24 -0.154
H -2.47 -2.00 -0.57 0.111
H 2.10 -0.70 -1.39 0.213
H 1.01 2.77 -1.17 0.109
H 2.08 1.87 -2.11 0.143
H -1.37 -0.22 3.00 0.208
H -0.89 0.91 1.59 0.193
H -0.67 -1.79 -0.02 0.109
```

Computed properties:
LUMO = -4.43 eV
charge = +1
HOMO = -0.44224 hartree
frontier orbital gap = 7.6 eV

=====

Which one is most stable, and which one is least stable? one is the most stable of them, while two is the least stable.

=====

one.
Formula: C8H11N2
Source: the Open Molecules 2025 dataset
Level of theory: wB97M-V/def2-TZVPD

```
21
Properties=species:S:1:pos:R:3:lowdin_charge:R:1
C 2.10 0.97 -0.68 -0.023
C 1.69 0.45 0.65 -0.076
N 1.50 -0.83 0.88 0.037
C 0.62 -1.53 -0.01 -0.069
C -0.69 -0.74 0.06 -0.236
C -1.94 -1.29 -0.15 0.011
C -3.03 -0.43 -0.06 -0.022
C -2.84 0.92 0.21 -0.022
C -1.54 1.37 0.42 -0.072
N -0.52 0.54 0.35 0.083
H 2.76 1.81 -0.54 0.096
H 1.27 1.30 -1.30 0.098
H 2.62 0.19 -1.24 0.101
H 1.93 1.07 1.50 0.150
H 1.42 -1.12 1.85 0.171
H 0.49 -2.57 0.27 0.143
H 1.00 -1.48 -1.04 0.138
H -2.07 -2.33 -0.37 0.124
H -4.03 -0.82 -0.20 0.123
H -3.67 1.60 0.27 0.118
H -1.32 2.40 0.65 0.128
```

Computed properties:
LUMO = -3.74 eV
SMILES = C/C=[NH+]\Cc1ccccn1
charge = +1
HOMO = -0.50573 hartree
frontier orbital gap = 10.0 eV

=====

two.
Formula: C8H11N2
Source: the Open Molecules 2025 dataset
Level of theory: wB97M-V/def2-TZVPD

```
21
Properties=species:S:1:pos:R:3:lowdin_charge:R:1
C -0.82 -1.61 -0.49 -0.006
C -0.29 -0.53 0.45 -0.235
C 1.20 -0.46 0.37 -0.141
C 2.42 -1.04 0.28 0.038
C 3.44 -0.02 -0.01 0.012
C 2.71 1.08 -0.22 -0.077
N 1.40 0.86 0.03 -0.041
C 0.34 1.65 0.04 0.138
N -0.77 0.85 0.27 -0.071
C -2.15 1.21 0.26 -0.001
H -1.91 -1.57 -0.57 0.076
H -0.58 -2.65 -0.12 0.124
H -0.38 -1.45 -1.48 0.099
H -0.68 -0.69 1.43 0.156
H 2.72 -2.05 0.65 0.139
H 4.38 -0.18 -0.30 0.083
H 3.07 2.18 -0.31 0.177
H 0.41 2.61 -0.36 0.162
H -2.46 1.15 1.34 0.129
H -2.60 0.45 -0.50 0.130
H -2.33 2.18 -0.23 0.109
```

Computed properties:
LUMO = -4.69 eV
SMILES = C[C@H]1c2cccn2C=[N+]1C
charge = +1
HOMO = -0.48097 hartree
frontier orbital gap = 8.4 eV

=====

Which one is most stable, and which one is least stable? one is the most stable of them, while two is the least stable.

=====

one.
Formula: C3H3IO
Source: the Open Molecules 2025 dataset
Level of theory: wB97M-V/def2-TZVPD

```
8
Properties=species:S:1:pos:R:3:lowdin_charge:R:1
C -2.52 0.21 0.59 0.151
C -1.49 -0.26 0.18 -0.068
C -0.27 -0.64 -0.47 -0.302
O 0.80 -0.14 -0.23 0.005
H -3.30 0.93 0.69 0.045
H -0.24 -1.63 -1.21 0.169
I 4.24 0.90 0.45 0.447
H 2.79 0.63 -0.01 -0.447
```

Computed properties:
LUMO = -0.56 eV
SMILES = C#CC=O.I
HOMO = -0.35375 hartree
frontier orbital gap = 9.1 eV

=====

two.
Formula: C3H3IO
Source: the Open Molecules 2025 dataset
Level of theory: wB97M-V/def2-TZVPD

```
8
Properties=species:S:1:pos:R:3:lowdin_charge:R:1
C 0.22 -0.25 1.42 0.045
C -0.84 0.26 -0.92 -0.461
C -0.28 0.11 0.34 -0.014
O -1.85 0.90 -1.08 0.079
I 2.10 0.25 -1.92 0.135
H 1.18 0.02 1.86 0.095
H -0.21 -1.12 2.10 0.152
H -0.32 -0.17 -1.81 -0.030
```

Computed properties:
LUMO (spin up / spin down) = -3.51 / -3.52 eV
HOMO (spin up / spin down) = -0.32862 / -0.32852 hartree
frontier orbital gap (spin up / spin down) = 5.4 / 5.4 eV

=====

Which one is most stable, and which one is least stable? one is the most stable of them, while two is the least stable.

=====

one.
Formula: C3H3IO
Source: the Open Molecules 2025 dataset
Level of theory: wB97M-V/def2-TZVPD

```
8
Properties=species:S:1:pos:R:3:lowdin_charge:R:1
C 0.31 0.62 -0.26 -0.273
C -0.66 1.32 -0.36 0.083
C 1.41 -0.30 0.04 -0.148
O -3.08 0.99 0.04 -0.897
I -3.37 -0.83 0.08 0.994
H 1.30 -1.37 -0.24 0.078
H 2.47 0.07 -0.35 0.122
H 1.62 -0.50 1.05 0.042
```

Computed properties:
LUMO (spin up / spin down) = -3.64 / -3.73 eV
HOMO (spin up / spin down) = -0.34861 / -0.34491 hartree
frontier orbital gap (spin up / spin down) = 5.8 / 5.7 eV

=====

two.
Formula: C3H3IO
Source: the Open Molecules 2025 dataset
Level of theory: wB97M-V/def2-TZVPD

```
8
Properties=species:S:1:pos:R:3:lowdin_charge:R:1
C 0.71 -0.29 0.13 -0.113
C -0.52 -0.57 -0.75 -0.203
C 1.33 -0.50 -1.40 -0.917
O 0.04 -0.64 -1.84 -0.049
I 2.58 0.78 -2.23 0.870
H 1.04 -0.89 1.11 0.141
H -1.57 -0.69 -0.79 0.116
H 0.32 0.81 0.47 0.154
```

Computed properties:
LUMO (spin up / spin down) = 0.29 / -0.01 eV
HOMO (spin up / spin down) = -0.26489 / -0.25842 hartree
frontier orbital gap (spin up / spin down) = 7.5 / 7.0 eV

=====

Which one is most stable, and which one is least stable? two is the most stable of them, while one is the least stable.